Below is a 4-piece molecular cluster, C38H76F9N10O11S2 overall in a non-equilibrium geometry, with properties calculated with ωB97M-V/def2-TZVPD.

Last column: Mulliken charge in e.
Positions of all 146 atoms, in Å:
N (4.682, 1.421, 1.061)  -0.5928
C (3.893, 2.646, 0.845)  -0.9674
C (2.386, 2.350, 0.784)  0.1565
C (1.558, 3.635, 0.719)  -1.3431
C (0.524, 3.743, -0.410)  0.5132
C (-0.759, 2.853, -0.338)  0.5542
C (-0.868, 1.506, 0.382)  -0.8723
N (-0.632, 1.544, 1.816)  -0.2524
N (-2.328, 1.078, 0.222)  -0.1838
N (-0.076, 0.458, -0.221)  -0.1624
C (1.335, 3.294, -1.701)  -0.1038
O (0.895, 2.304, -2.320)  -0.7617
O (2.350, 3.968, -1.943)  -0.8488
N (0.026, 5.152, -0.601)  0.9649
C (-0.037, 5.662, -1.965)  -2.3665
C (-1.047, 4.896, -2.827)  1.3385
C (-1.798, 5.772, -3.840)  -0.9590
C (-3.279, 5.403, -3.804)  -0.7866
C (-3.528, 3.922, -4.120)  -0.8926
C (-3.861, 3.068, -2.890)  1.2574
C (-4.871, 1.939, -3.153)  -1.1313
S (-4.119, 0.287, -3.029)  -0.2526
C (-4.717, -0.237, -1.500)  0.7871
N (-5.934, -0.201, -1.046)  -0.4824
N (-5.892, -0.720, 0.226)  -0.4310
C (-4.662, -1.040, 0.446)  -0.1068
O (-3.860, -0.770, -0.594)  -0.1849
S (0.100, 6.281, 0.533)  1.2949
O (-0.730, 7.405, 0.162)  -0.7704
O (1.413, 6.654, 0.962)  -0.7422
C (-0.789, 5.710, 2.080)  0.5144
F (-1.297, 4.475, 2.038)  -0.1183
F (0.133, 5.725, 3.061)  -0.3063
C (-1.901, 6.683, 2.578)  0.4869
F (-1.374, 7.880, 2.854)  -0.2741
F (-2.293, 6.149, 3.761)  -0.3068
C (-3.224, 6.918, 1.751)  0.7760
F (-4.223, 7.038, 2.657)  -0.3134
F (-3.180, 8.069, 1.083)  -0.2517
C (-3.720, 5.818, 0.777)  0.4943
F (-4.860, 6.260, 0.241)  -0.3108
F (-3.997, 4.695, 1.422)  -0.2876
F (-2.888, 5.585, -0.208)  -0.1498
H (4.307, 0.711, 0.445)  0.2166
H (4.517, 1.100, 2.006)  0.1820
H (4.077, 3.336, 1.666)  0.4326
H (4.177, 3.064, -0.118)  0.3814
H (2.155, 1.824, 1.711)  0.3775
H (2.218, 1.650, -0.023)  -0.3069
H (1.157, 3.846, 1.707)  -0.0289
H (2.275, 4.426, 0.511)  1.0629
H (-1.547, 3.461, 0.097)  -0.9404
H (-1.090, 2.672, -1.355)  0.2605
H (-1.508, 1.666, 2.304)  0.3416
H (-0.273, 0.642, 2.099)  0.3697
H (-2.532, 1.058, -0.775)  -0.0728
H (-2.910, 1.829, 0.587)  0.2685
H (-0.204, 0.486, -1.228)  0.3857
H (-0.540, -0.400, 0.073)  0.3319
H (-0.379, 6.691, -1.961)  0.8873
H (0.939, 5.711, -2.439)  0.2459
H (-1.792, 4.523, -2.127)  -0.5956
H (-0.561, 4.056, -3.313)  0.4965
H (-1.454, 5.582, -4.855)  0.3538
H (-1.729, 6.831, -3.604)  0.4484
H (-3.839, 6.046, -4.482)  0.4807
H (-3.679, 5.611, -2.810)  0.1749
H (-2.657, 3.493, -4.612)  0.3940
H (-4.355, 3.856, -4.827)  0.4897
H (-4.221, 3.667, -2.057)  0.0120
H (-2.935, 2.608, -2.550)  -0.7663
H (-5.666, 1.971, -2.415)  0.5267
H (-5.336, 2.023, -4.128)  0.5363
H (-4.280, -1.467, 1.353)  0.4894
C (4.349, -4.885, 4.947)  -0.5963
O (4.668, -4.008, 6.008)  -0.3406
C (6.013, -4.084, 6.461)  -0.7992
C (6.805, -2.855, 6.069)  -0.1675
N (7.043, -2.811, 4.634)  -0.2464
C (7.575, -1.546, 4.132)  -0.8625
C (6.747, -0.278, 4.312)  -0.5401
O (5.564, -0.243, 3.544)  -0.3001
C (4.455, -0.922, 4.104)  -0.2725
H (3.266, -4.884, 4.839)  0.2369
H (4.787, -4.561, 3.996)  0.1852
H (4.679, -5.906, 5.161)  0.3516
H (6.499, -4.995, 6.100)  0.3730
H (5.976, -4.134, 7.553)  0.4040
H (7.769, -2.875, 6.587)  0.4120
H (6.248, -1.979, 6.428)  0.1752
H (6.177, -3.008, 4.151)  -0.0256
H (7.737, -1.675, 3.059)  0.3776
H (8.560, -1.383, 4.582)  0.4237
H (7.355, 0.553, 3.947)  0.3782
H (6.527, -0.060, 5.365)  0.3794
H (4.449, -0.867, 5.196)  0.3000
H (4.416, -1.968, 3.785)  -0.1254
H (3.553, -0.438, 3.726)  0.2275
C (2.137, -1.669, -0.647)  -0.4869
O (3.408, -1.738, -0.018)  -0.1136
C (3.741, -2.975, 0.581)  -0.3676
C (4.833, -3.678, -0.196)  -0.2441
N (4.348, -4.153, -1.485)  -0.3270
C (5.394, -4.593, -2.402)  -0.6940
C (6.449, -3.582, -2.843)  -0.4836
O (5.965, -2.552, -3.679)  -0.4562
C (5.353, -1.455, -3.014)  -0.5328
H (1.944, -0.626, -0.864)  -0.0009
H (2.118, -2.232, -1.589)  0.2873
H (1.352, -2.042, 0.016)  0.2791
H (2.858, -3.612, 0.695)  0.4625
H (4.128, -2.750, 1.581)  -0.2302
H (5.195, -4.534, 0.385)  0.4109
H (5.661, -2.965, -0.298)  0.1448
H (3.821, -3.414, -1.930)  0.0980
H (4.895, -4.955, -3.305)  0.3673
H (5.904, -5.455, -1.957)  0.3956
H (7.180, -4.128, -3.446)  0.3562
H (7.001, -3.159, -1.995)  0.3519
H (5.819, -1.254, -2.046)  0.2754
H (4.280, -1.611, -2.880)  0.1565
H (5.477, -0.578, -3.647)  0.3636
C (-6.525, -7.580, -3.627)  -0.7006
O (-5.442, -6.982, -2.947)  -0.3425
C (-5.032, -5.725, -3.475)  -0.8860
C (-5.395, -4.583, -2.552)  0.0582
N (-6.833, -4.358, -2.512)  -0.3711
C (-7.275, -3.441, -1.461)  -0.6963
C (-7.011, -3.816, -0.007)  -0.3175
O (-7.769, -4.927, 0.452)  -0.4696
C (-7.245, -6.198, 0.130)  -0.5732
H (-6.604, -8.607, -3.273)  0.2339
H (-7.474, -7.073, -3.420)  0.2939
H (-6.358, -7.595, -4.708)  0.3364
H (-5.443, -5.567, -4.476)  0.4133
H (-3.942, -5.761, -3.563)  0.3812
H (-4.905, -3.672, -2.910)  0.2515
H (-4.981, -4.820, -1.561)  0.1674
H (-7.304, -5.244, -2.391)  0.1405
H (-8.356, -3.326, -1.572)  0.3453
H (-6.837, -2.461, -1.656)  0.3045
H (-7.329, -2.972, 0.605)  0.4091
H (-5.945, -3.964, 0.206)  0.2526
H (-6.152, -6.199, 0.116)  0.2667
H (-7.623, -6.563, -0.830)  0.1842
H (-7.583, -6.896, 0.897)  0.2969

Values from the calculation:
HOMO-LUMO gap: 7.61 eV
ΔE to the lowest compared entry with this formula, charge and spin: 10.1 kcal/mol
Charge: -1
E_LUMO: 2.04 eV